# 1
ORCA calculation (wB97M-V/def2-TZVPD) on 2 unconnected molecules or ions with the total composition C6H14Cl2N in a non-equilibrium geometry.

Properties
E_LUMO (eV): -3.15
2S+1: 1
Charge: +1
HOMO energy (eV): -12.0
Frontier orbital gap (eV): 8.897

Last column: Mulliken charge in e.
Atoms and positions in Å:
Cl -0.34435 -2.69834 -2.65262  -0.174
Cl 2.35676 -1.62531 -2.71841  -0.057
N 0.06522 0.01816 1.07584  -0.022
C -1.64581 -1.53412 0.53931  -0.945
C -1.37391 0.74716 -0.71800  -1.146
C 1.04785 1.73212 2.45947  -1.330
C 0.49422 -1.16943 -2.25719  -0.441
C -0.94818 -0.22129 0.34973  1.060
C 0.89115 1.19635 1.07622  -0.410
H 1.60693 2.57335 2.38520  0.409
H -1.04980 1.75789 -0.45045  0.428
H 0.36997 -0.62530 -3.17741  0.253
H -2.41990 0.68493 -0.89561  0.423
H -1.38463 -2.08384 1.50708  0.334
H 0.21836 -0.75068 1.68473  0.193
H -1.12855 -2.01527 -0.39593  0.136
H 1.41411 0.95123 3.08558  0.385
H -2.67692 -1.60240 0.10056  0.348
H 2.64898 -0.55990 -3.48925  0.339
H -0.71016 0.51727 -1.66763  0.210
H -0.01549 1.89622 2.91361  0.292
H 0.66438 1.96774 0.38332  0.483
H 1.91977 0.84347 0.86185  0.231

# 2
ORCA calculation (wB97M-V/def2-TZVPD) on a molecular structure, C19H11CsF16N4O4S2 in a non-equilibrium geometry.

Properties
E_LUMO (eV): 3.86
2S+1: 1
Charge: -2
HOMO energy (eV): -1.6
Frontier orbital gap (eV): 5.427

Last column: Mulliken charge in e.
Atoms and positions in Å:
Cs -0.54754 -0.45440 -0.72862  1.343
S -2.47811 -3.63815 -0.86438  1.114
S -4.09937 -1.52965 -1.55731  1.042
F -6.25205 -0.09248 -1.38236  -0.223
F -0.65694 -1.44348 1.87143  -0.168
F 6.35245 -0.71434 -0.06466  -0.336
F 1.62764 -1.80189 5.98877  -0.360
F -4.01685 -5.65296 -1.56707  -0.245
F 4.39463 0.97098 0.43117  -0.358
F -1.94335 -5.83107 -2.18064  -0.222
F -6.59589 -2.20773 -1.05807  -0.238
F 6.39137 -2.30895 -2.29577  -0.358
F 0.75780 2.48347 4.24538  -0.368
F 0.37005 -2.93587 3.82256  -0.321
F -3.27877 -4.49701 -3.24206  -0.207
F 2.28479 -0.41103 -3.64512  -0.348
F 4.28843 -2.11326 -4.05914  -0.334
F 1.76866 0.93181 6.11046  -0.345
F -5.67982 -1.00852 0.49557  -0.217
O -3.30685 -0.37602 -1.21123  -0.659
O -1.42023 -2.93945 -1.55263  -0.718
O -2.18130 -4.36205 0.33157  -0.677
O -4.35976 -1.75594 -2.95280  -0.653
N 2.17760 1.27586 -1.52912  -0.497
N -0.52579 1.25756 1.85046  -0.257
N -3.79895 -2.82175 -0.70739  -0.437
N -0.31795 2.79470 -0.70733  0.769
C 1.17046 0.34421 5.05084  -0.108
C 0.00160 0.62505 2.88457  -0.301
C -0.05184 -0.80502 2.91221  0.355
C -1.07496 3.09322 -1.90347  -1.243
C 5.36917 -1.44251 -2.07188  0.694
C 4.31406 0.26399 -0.72934  0.585
C -1.02914 3.21538 0.48973  -1.280
C 5.34288 -0.62852 -0.95876  -0.158
C 4.30464 -1.33485 -2.95539  0.059
C 2.11531 2.24132 -0.44933  -0.353
C 3.20023 0.44608 -1.61188  0.084
C -5.74685 -1.20195 -0.82087  0.585
C -0.43900 2.69921 1.79212  -0.845
C 1.05751 3.29035 -0.77071  -1.668
C 0.64819 1.13881 4.05136  0.706
C 0.46661 -1.59733 3.90529  -0.361
C 1.09511 -1.03261 5.00609  0.729
C 3.28242 -0.44860 -2.73111  0.124
C -2.96250 -4.96993 -2.03761  0.496
H -1.05964 4.32374 0.55289  0.299
H -2.05832 2.61926 -1.84481  0.312
H 1.17419 4.15001 -0.09227  0.418
H -2.05980 2.85648 0.41026  0.430
H -1.00806 3.19139 2.59597  0.527
H -1.22993 4.17847 -2.05793  0.297
H 1.85980 1.77829 0.51412  0.244
H 3.06307 2.77685 -0.29140  0.400
H 0.59258 3.06752 1.87824  0.314
H -0.55141 2.69522 -2.77371  0.398
H 1.25971 3.64809 -1.78491  0.536

# 3
ORCA calculation (wB97M-V/def2-TZVPD) on 2 unconnected molecules or ions with the total composition C3H10N3 in a non-equilibrium geometry.

Properties
E_LUMO (spin up / spin down) (eV): -3.23 / -7.99
2S+1: 3
Charge: +1
HOMO energy (spin up / spin down) (eV): -12.1 / -12.3
Frontier orbital gap (spin up / spin down) (eV): 8.917 / 4.302

Last column: Mulliken charge in e.
Atoms and positions in Å:
N 2.52412 -0.97960 -1.70012  -0.386
N -0.96577 -0.15955 1.99872  -0.551
N 1.32653 -0.39106 -1.64098  0.184
C 0.14745 0.16438 -2.26452  -0.098
C -1.62319 1.11564 2.27469  -0.769
C 0.21397 -0.60732 -0.99160  -0.439
H -1.92811 1.17171 3.31447  0.320
H 0.27123 1.28120 -2.25591  0.244
H -1.55602 -0.90090 2.33623  0.214
H -1.07795 2.06450 2.05330  0.290
H 2.55637 -2.07219 -1.65954  0.332
H -0.00348 -0.69184 0.03746  0.586
H 3.15001 -0.54590 -2.40551  0.318
H -2.73276 1.02588 1.73066  0.216
H 0.00103 -0.28849 2.36948  0.249
H -0.30344 -0.18646 -3.19683  0.290

# 4
ORCA calculation (wB97M-V/def2-TZVPD) on 2 unconnected molecules or ions with the total composition CH6N2O2 in a non-equilibrium geometry.

Properties
E_LUMO (eV): 0.63
2S+1: 1
HOMO energy (eV): -10.1
Frontier orbital gap (eV): 10.698

Last column: Mulliken charge in e.
Atoms and positions in Å:
O 0.00802 1.71994 1.30263  -0.609
O 0.48255 -0.09883 -2.55656  -0.660
N 1.05565 -0.34964 1.28011  -0.488
N -1.17262 -0.03866 0.64816  -0.404
C 0.02506 0.51861 1.08349  0.617
H -0.14383 -0.32247 -3.24275  0.311
H 0.01035 0.29856 -1.82078  0.335
H -1.16915 -1.02373 0.67472  0.167
H 1.02683 -1.14295 0.65266  0.255
H -2.08809 0.35953 0.69007  0.213
H 1.96523 0.07963 1.28825  0.263

# 5
ORCA calculation (wB97M-V/def2-TZVPD) on 2 unconnected molecules or ions with the total composition C19H18N4O4 in a non-equilibrium geometry.

Properties
E_LUMO (eV): -1.40
2S+1: 1
HOMO energy (eV): -9.1
Frontier orbital gap (eV): 7.677

Last column: Mulliken charge in e.
Atoms and positions in Å:
O 4.93152 0.18851 -0.35325  -0.539
O 0.63010 -3.24827 -1.37880  -0.444
O -1.50765 -0.14822 -4.93137  -0.564
O 6.10921 -3.76841 -3.66997  -0.539
N -0.24701 -0.56950 0.72601  -0.623
N -2.12742 1.06848 -0.60327  -0.527
N -2.49863 0.27268 4.91565  -0.558
N 0.89860 -0.87941 -1.31194  -0.441
C -2.20949 0.83946 0.74006  0.261
C -3.35876 1.26893 2.82878  0.351
C 5.83834 -2.86376 -2.91053  0.276
C -4.44463 1.96294 3.61275  -0.865
C -1.14189 0.50101 -1.24435  0.546
C -1.01097 -0.46314 -3.63294  -0.232
C -1.27554 0.03012 1.39250  0.121
C -4.11308 3.45502 3.80056  -1.057
C 5.19906 -0.71692 -1.11281  0.217
C -2.40604 0.43751 3.49501  0.153
C 6.59831 -1.18166 -1.29251  -0.378
C 0.77564 -2.10432 -1.32021  0.782
C -0.20249 -0.31298 -0.54209  0.386
C -3.24163 1.44546 1.48109  -0.609
C -1.02429 0.76911 -2.72296  -0.956
C 4.14181 -1.40350 -1.89842  -0.214
C -1.40710 -0.16092 2.78129  -0.548
C 4.44006 -2.39865 -2.73068  -0.198
C 6.89418 -2.17633 -2.12447  -0.401
H 7.35160 -0.66613 -0.71044  0.414
H -0.67784 -0.77315 3.29586  0.448
H -1.57750 0.28934 5.33076  0.263
H 0.02182 -0.79240 -3.75901  0.159
H 3.68774 -2.91534 -3.31410  0.447
H -1.90252 1.36149 -2.98126  0.444
H -1.28145 0.76725 -5.12509  0.303
H -2.96580 -0.59126 5.15832  0.242
H 7.90623 -2.53169 -2.27066  0.407
H -0.15320 1.40356 -2.90445  0.337
H -5.40534 1.84077 3.11740  0.391
H 3.12990 -1.04626 -1.75605  0.594
H -5.01536 4.03035 4.00571  0.320
H -4.46119 1.50692 4.59802  0.346
H -3.93193 2.08316 0.94392  0.493
H -1.60044 -1.28265 -3.22637  0.362
H -3.66084 3.86540 2.89927  0.324
H -3.43468 3.58364 4.64136  0.306

# 6
ORCA calculation (wB97M-V/def2-TZVPD) on 2 unconnected molecules or ions with the total composition C4H13NS.

Properties
E_LUMO (eV): 0.94
2S+1: 1
HOMO energy (eV): -8.3
Frontier orbital gap (eV): 9.286

Last column: Mulliken charge in e.
Atoms and positions in Å:
S -2.21297 -0.11132 -0.30716  -0.219
N 0.33197 1.28018 0.94870  -0.218
C 1.52664 1.06515 0.14088  -0.974
C 0.61312 1.13394 2.37307  -0.936
C -0.60829 -2.10462 -1.45873  -0.984
C -1.58642 -0.98794 -1.77180  -0.437
H 0.31250 -1.71989 -1.01258  0.233
H 1.40999 1.79720 2.73879  0.350
H 1.24613 0.92159 -0.90549  0.265
H -1.03064 -2.80793 -0.74027  0.302
H -0.99677 -0.01814 0.27104  0.113
H -0.26482 1.37302 2.96875  0.306
H -0.02951 2.20838 0.78574  0.206
H 2.19691 1.92761 0.16805  0.363
H -0.36014 -2.59998 -2.39944  0.329
H -2.42857 -1.38744 -2.34295  0.347
H 2.09536 0.20265 0.47924  0.344
H -1.15311 -0.28128 -2.48337  0.301
H 0.93862 0.10883 2.54753  0.309

For each record above, in turn, the calculated calculated total energy values are -32972.8825; -99729.7768; -7729.2004; -8210.2478; -34144.2209; -16683.5557 eV.